{
  "formula": "C5H12NO2",
  "method": "ωB97M-V with the def2-TZVPD basis set",
  "elements": ["O", "C", "C", "N", "C", "C", "C", "H", "H", "H", "H", "H", "H", "H", "H", "H", "H", "H", "H", "O"],
  "positions_angstrom": [[1.839583, 1.222305, 1.719263], [1.461704, 0.196311, 1.317793], [0.735414, -0.070781, -0.060669], [-0.619312, 0.405745, 0.018619], [-1.416924, -0.708286, 0.515467], [-0.732934, -2.020018, 0.100350], [0.693187, -1.610069, -0.238330], [1.393480, -0.798955, 1.936839], [1.294353, 0.461273, -0.833255], [-1.024633, 0.710850, -0.867021], [-0.098060, -0.785183, 2.400227], [-2.460672, -0.578525, 0.259052], [-1.283760, -0.687895, 1.682704], [-0.698657, -2.746948, 0.925017], [-1.233371, -2.554620, -0.703219], [1.429171, -2.066751, 0.423172], [0.982832, -1.846354, -1.257509], [-0.637633, 2.437147, -3.345768], [-2.101644, 2.695441, -3.047187], [-1.308548, 2.296501, -2.678526]],
  "forces_ev_per_a": [[0.658, 0.111, 0.730], [-2.323, 0.580, -2.309], [2.034, -0.812, 0.445], [-2.076, -0.785, 0.337], [1.874, 0.632, -1.595], [0.092, -0.839, 0.777], [0.469, 0.682, -0.564], [-0.640, -0.138, 1.272], [-0.009, -0.043, 0.124], [0.367, 0.504, 0.065], [-0.361, 0.158, -1.142], [-0.308, 0.013, 0.655], [0.783, -0.063, 1.681], [-0.300, 0.244, -0.162], [-0.191, 0.402, -0.214], [-0.008, -0.259, -0.158], [-0.101, -0.222, -0.067], [0.229, 0.075, -0.218], [-0.095, 0.034, 0.033], [-0.093, -0.273, 0.308]],
  "spin_multiplicity": 1,
  "homo_energy_ev": -14.01,
  "charge": 1
}